No. 1
This record from OMol25 describes a cluster of 8 separate species, C19H54O8 in total at a distorted geometry. The level of theory is the ωB97M-V functional and the def2-TZVPD basis.

The energy above the lowest of the compared OMol25 structures with the same formula, charge and spin is 9.8 kJ/mol. The HOMO-LUMO gap comes out at 9.877 eV. The value obtained for the largest force on an atom is 2.05 eV Å⁻¹. Its SMILES is CC(C)O.CC(C)O.CC(C)O.CC(C)O.CC(C)O.CC(C)O.CO.O. The value obtained for the calculated total energy is -1358.18924 a.u.

XYZ file:
```
81
Properties=species:S:1:pos:R:3:lowdin_charge:R:1
C -2.0950 -0.0930 3.2642 -0.1389
O -2.5279 0.9527 2.4040 -0.1201
H -1.0093 -0.0977 3.3366 0.0570
H -2.4772 -0.0327 4.2868 0.0861
H -2.4038 -1.0500 2.8359 0.0734
H -3.4810 1.0393 2.4758 0.0874
C 1.4898 0.5311 5.2100 -0.0497
C 2.1850 0.3808 3.8682 -0.4831
C 1.7205 1.3996 2.8297 -0.0536
O 3.5907 0.6152 4.0610 -0.0636
H 1.5952 1.5341 5.6183 0.0859
H 1.9593 -0.1459 5.9294 0.0791
H 0.4597 0.1823 5.1370 0.0622
H 2.0885 -0.6327 3.4596 0.1343
H 2.2243 1.2923 1.8688 0.0778
H 1.9101 2.4020 3.2122 0.0834
H 0.6520 1.2730 2.6314 0.0518
H 4.0771 0.2504 3.3189 0.0821
C -0.1907 2.3256 -2.4917 -0.0550
C 1.2597 1.9107 -2.2468 -0.4892
C 2.2295 2.9773 -2.6563 -0.0624
O 1.4332 1.7130 -0.8346 -0.0889
H -0.3000 3.2419 -1.8988 0.0684
H -0.9376 1.6579 -2.0577 0.0619
H -0.5072 2.6060 -3.4981 0.0812
H 1.5703 0.9642 -2.7093 0.1198
H 2.2604 3.0480 -3.7497 0.0823
H 3.2400 2.7234 -2.3387 0.0818
H 1.9362 3.9693 -2.3101 0.0814
H 0.8066 1.0082 -0.5818 0.0199
C -1.8116 -4.2906 -0.3948 -0.0431
C -1.7138 -3.5148 0.9209 -0.4564
C -1.3309 -4.4480 2.0628 -0.0555
O -0.7676 -2.4540 0.8454 -0.0936
H -1.1866 -5.1861 -0.4142 0.0756
H -1.4921 -3.6832 -1.2433 0.0641
H -2.8501 -4.5862 -0.5473 0.0812
H -2.6969 -3.0972 1.1349 0.1332
H -2.1301 -5.1769 2.2138 0.0855
H -1.2563 -3.9132 3.0160 0.0782
H -0.3469 -4.9103 1.9721 0.0775
H 0.1290 -2.8264 0.7234 0.0700
C 2.2547 -1.7611 -1.1762 -0.0266
C 1.8060 -3.2120 -1.3289 -0.4750
C 2.7870 -4.1032 -2.0610 -0.0544
O 1.6409 -3.7435 0.0000 -0.0733
H 2.4927 -1.3734 -2.1655 0.0805
H 3.1523 -1.7398 -0.5579 0.0957
H 1.4771 -1.1880 -0.6762 0.0617
H 0.8551 -3.2872 -1.8678 0.1081
H 3.1449 -3.6783 -3.0028 0.0849
H 2.3780 -5.1011 -2.2396 0.0811
H 3.7240 -4.2683 -1.5187 0.0872
H 1.4616 -4.6877 -0.0906 0.0939
C -2.1545 5.3205 0.2407 -0.0648
C -1.1686 5.2552 1.3855 -0.5043
C -0.1321 4.1085 1.2205 -0.0374
O -0.4171 6.4582 1.5030 -0.0501
H -2.9149 6.0622 0.5005 0.0733
H -2.5936 4.3334 0.0849 0.0776
H -1.6843 5.6138 -0.6984 0.0803
H -1.6769 5.0188 2.3291 0.1312
H -0.5973 3.1308 1.2898 0.0665
H 0.5497 4.3009 2.0475 0.0753
H 0.3538 4.3140 0.2680 0.0733
H -1.0209 7.1467 1.8016 0.0866
C -2.2859 -0.8164 -2.9279 -0.0582
C -1.2911 -0.6891 -4.0843 -0.4931
C -0.2657 -1.8106 -4.0359 -0.0422
O -1.9840 -0.7748 -5.3158 -0.0407
H -1.8206 -0.7745 -1.9416 0.0638
H -2.7780 -1.7895 -3.0365 0.0789
H -3.0850 -0.0745 -2.9898 0.0787
H -0.8175 0.2893 -3.9336 0.1058
H 0.4269 -1.6372 -3.2142 0.0489
H 0.3912 -1.7472 -4.9079 0.0865
H -0.7465 -2.7870 -4.0264 0.0863
H -2.6576 -0.0911 -5.3669 0.0881
O -0.5107 0.1869 0.3347 -0.0742
H -0.5568 -0.7990 0.4264 0.0202
H -1.0405 0.5357 1.0680 0.0109
```

---

No. 2
This record from OMol25 describes a cluster of 2 separate species, C5H12O3 in total at a distorted geometry. The level of theory is the ωB97M-V functional and the def2-TZVPD basis.

The energy above the lowest of the compared OMol25 structures with the same formula, charge and spin is 486.9 kJ/mol. The HOMO-LUMO gap comes out at 9.199 eV. The value obtained for the largest force on an atom is 2.19 eV Å⁻¹. The value obtained for the calculated total energy is -423.26838 a.u.

XYZ file:
```
20
Properties=species:S:1:pos:R:3:lowdin_charge:R:1
O 3.4157 1.5006 0.3472 -0.0852
C 4.0797 0.2920 0.5991 -0.2719
C 3.2364 -0.7214 1.3483 -0.2354
O 2.1579 -1.1203 0.5313 -0.2144
C 1.1973 -1.9053 1.1900 -0.1276
H 4.9713 0.5050 1.2084 0.1228
H 4.4320 -0.1726 -0.3415 0.1239
H 2.8571 -0.2695 2.2837 0.1279
H 3.8519 -1.6014 1.6122 0.1266
H 0.3601 -2.0492 0.4950 0.0809
H 1.6287 -2.8699 1.5060 0.0894
H 0.7971 -1.3857 2.0783 0.0861
H 2.6297 1.3131 -0.2690 0.1189
C -1.5696 1.3666 1.0635 -0.0700
O -1.6415 0.8799 -0.2840 -0.1999
C -0.5628 0.4788 -0.8539 0.0404
H -2.1165 2.3135 1.1008 0.0900
H -2.0546 0.6258 1.7092 0.0934
H -0.5207 1.4977 1.3536 0.0842
H -0.9036 -0.1202 -1.7275 0.0198
```

---

No. 3
This record from OMol25 describes a structure of composition C3HO2Tm at a distorted geometry. The level of theory is the ωB97M-V functional and the def2-TZVPD basis.

The spin multiplicity is 4. The energy above the lowest of the compared OMol25 structures with the same formula, charge and spin is 0.0 kJ/mol. The HOMO-LUMO gap (spin up / spin down) comes out at 9.843 / 6.096 eV. The value obtained for the largest force on an atom is 3.40 eV Å⁻¹. As for the expectation value of S²: 3.764. The total charge is +3. The value obtained for the calculated total energy is -1349.13458 a.u.

XYZ file:
```
7
Properties=species:S:1:pos:R:3:lowdin_charge:R:1
C -5.8329 1.5945 -0.2622 0.3651
H -6.7560 2.1497 -0.2324 0.1368
C -4.7911 0.9770 -0.2697 0.4970
O -1.7644 -0.5227 0.0265 0.3332
C -0.6784 -0.6072 0.3877 -0.2838
Tm 2.6971 -1.0791 1.2417 1.9107
O 0.4592 -0.7744 0.6088 0.0409
```

---

No. 4
This record from OMol25 describes a structure of composition C17H28NO2P2SeTl at a distorted geometry. The level of theory is the ωB97M-V functional and the def2-TZVPD basis.

The energy above the lowest of the compared OMol25 structures with the same formula, charge and spin is 304.6 kJ/mol. The HOMO-LUMO gap (spin up / spin down) comes out at 5.663 / 5.848 eV. The value obtained for the largest force on an atom is 6.76 eV Å⁻¹. The total charge is +2. The value obtained for the calculated total energy is -4125.68191 a.u.

XYZ file:
```
52
Properties=species:S:1:pos:R:3:lowdin_charge:R:1
Tl -0.0417 -0.1788 -0.1355 0.3872
P 0.7354 1.7061 0.9904 0.7466
C 2.4299 1.6758 0.3600 -0.1183
C 2.9889 0.3805 -0.0481 -0.3192
N 2.0923 -0.5818 -0.3708 -0.0540
C 2.5351 -1.7800 -0.8269 -0.2685
C 3.8970 -2.0702 -0.9381 0.0375
C 4.8211 -1.0821 -0.5823 0.0216
C 4.3652 0.1629 -0.1348 0.0323
C 1.4579 -2.7998 -1.1855 -0.2294
P -0.1895 -1.9578 -1.6078 0.7534
H 5.0663 0.9403 0.1291 0.1330
H 4.2306 -3.0348 -1.2919 0.1355
H 5.8809 -1.2766 -0.6604 0.1318
H 1.7757 -3.4272 -2.0184 0.1062
H 1.3026 -3.4486 -0.3232 0.1102
H 3.0267 2.9529 -2.0156 0.0454
H 3.1012 2.4479 0.7057 0.0994
H 0.4228 2.4009 -3.8433 0.0734
O 2.8009 3.2082 -2.9798 -0.1090
H 3.3287 4.0241 -3.2258 0.0819
H -1.1256 0.6072 -0.8483 -0.1333
O -0.5208 2.0131 -4.0271 -0.1123
H -0.4927 1.0448 -3.7758 0.0059
C 0.0292 -1.6717 -3.4570 -0.1848
H 0.2616 -2.6083 -3.9639 0.0664
H -0.8860 -1.2635 -3.8874 0.0593
H 0.8447 -0.9705 -3.6374 0.0545
C -1.3978 -3.3977 -1.5325 -0.2607
H -2.3742 -3.0867 -1.9042 0.0468
H -1.0412 -4.2299 -2.1393 0.0650
H -1.5093 -3.7367 -0.5020 0.0295
C 0.8803 1.6528 2.8137 -0.2023
H 1.4686 2.4921 3.1824 0.0677
H -0.1066 1.6951 3.2736 0.0409
H 1.3609 0.7280 3.1316 0.0653
C 0.0112 3.3205 0.5228 -0.1855
H -0.9707 3.4386 0.9804 0.0674
H 0.6431 4.1429 0.8562 0.0720
H -0.1153 3.3951 -0.5568 0.0613
Se -2.4276 -1.2236 0.4937 0.9326
C -3.4670 -0.5432 1.9524 -0.5696
C -2.9252 0.2277 2.9787 -0.1098
C -3.7418 0.6571 4.0325 -0.0401
C -5.0973 0.3070 4.0628 -0.0252
C -5.6384 -0.4705 3.0370 -0.0355
C -4.8243 -0.8928 1.9849 -0.1050
H -1.8822 0.4825 2.9601 0.0650
H -3.3244 1.2545 4.8341 0.1158
H -5.7273 0.6303 4.8813 0.1224
H -6.6834 -0.7523 3.0586 0.1221
H -5.2484 -1.5040 1.1977 0.1067
```